Entry 1:
ORCA calculation (ωB97M-V/def2-TZVPD) on a 2-piece molecular cluster, C6H17NO overall in a non-equilibrium geometry.

Geometry as XYZ:
```
25
Properties=species:S:1:pos:R:3:forces:R:3:lowdin_spin:R:1
C -2.363652 1.397891 -0.869837 -1.48 2.40 1.23 0.06
C -1.559975 0.768141 0.214064 1.48 -1.48 0.75 0.04
C -0.057856 0.565556 -0.235774 0.07 -0.47 5.19 0.09
C 0.366400 -0.608443 -1.098277 -0.71 1.25 -2.09 0.01
C 0.338200 -1.957717 -0.391820 2.04 -1.56 -1.86 0.01
N 1.444760 -2.287044 0.591847 -0.97 -0.57 1.04 0.00
C 2.894985 -2.235599 0.391309 -0.80 2.61 0.66 0.02
H -3.102188 0.699575 -1.245914 -0.59 0.27 -0.17 0.00
H -1.694392 1.654095 -1.705596 -0.47 0.43 0.24 0.01
H -2.830940 2.400449 -0.283006 0.89 -2.48 -2.46 0.03
H -1.596335 1.476313 1.119067 0.51 -1.49 -1.22 0.03
H -1.833280 -0.296405 0.533522 -0.51 1.45 -0.32 0.00
H 0.346136 1.565971 -0.276563 0.63 0.01 -0.86 0.06
H 0.239084 0.208447 0.813677 0.75 0.78 -1.06 0.02
H 1.404901 -0.510893 -1.642433 -2.12 0.20 0.84 0.01
H -0.541158 -0.592795 -1.855166 2.11 -0.76 0.56 0.00
H 0.484221 -2.672576 -1.355304 -0.95 0.80 2.17 0.00
H -0.633458 -2.013818 0.133674 0.62 -0.67 -0.31 0.00
H 1.334765 -3.211018 1.007670 -1.06 0.42 -0.33 0.00
H 3.161626 -1.130026 0.615605 0.24 -1.60 -1.53 0.01
H 3.415156 -2.712631 1.230267 -0.46 -0.39 -0.13 0.00
H 3.159339 -2.742950 -0.534621 0.75 0.61 -0.39 0.00
H -1.092231 4.175312 1.787597 0.33 1.95 1.65 0.08
H -0.076414 3.654263 0.637930 -1.69 0.34 1.27 0.14
O -0.995846 3.559877 1.102334 1.40 -2.06 -2.87 0.38
```
Forces are in eV/Å.

Results
HOMO level (alpha / beta) ... 0.94 / -5.88 eV
Spin multiplicity ... 2
Orbital gap (alpha / beta) ... 2.255 / 8.970 eV
Energy relative to the best compared isomer or geometry (same formula, charge and spin) ... 69.55 kcal/mol
DFT total energy ... -10031.127 eV
Net charge ... -1

=====

Entry 2:
ORCA calculation (ωB97M-V/def2-TZVPD) on a 2-piece molecular cluster, C6H17NO overall in a non-equilibrium geometry.

Geometry as XYZ:
```
25
Properties=species:S:1:pos:R:3:forces:R:3:nbo_charge:R:1
C 1.015094 -1.622908 -2.878431 -1.69 2.28 -2.24 -0.62
C 1.547261 -0.244720 -2.463443 3.42 0.35 2.01 -0.41
C 1.548041 0.003349 -0.848021 -1.56 2.10 -0.20 -0.40
C 0.174075 0.113604 -0.071762 -0.38 -2.52 -1.79 -0.42
C -0.728771 1.282461 -0.408625 -0.68 0.34 -1.28 -0.03
C 0.168513 2.556117 -0.170605 -1.51 -2.92 0.63 -0.62
N -1.908944 1.141546 0.563071 3.33 1.37 0.27 -0.85
H 1.048458 -2.370400 -2.171947 0.63 -1.48 1.89 0.21
H -0.072816 -1.601493 -3.165650 0.81 0.31 0.26 0.20
H 1.515027 -1.944327 -3.778545 0.26 -0.28 -0.27 0.21
H 2.740018 -0.228819 -2.537566 -2.29 -0.39 -0.43 0.20
H 1.303701 0.635926 -3.142049 -0.43 -1.15 1.21 0.22
H 2.259059 -0.610594 -0.292015 -0.29 -0.59 -0.48 0.21
H 1.924111 1.012579 -0.652050 0.66 -0.34 -0.64 0.19
H -0.352357 -0.870692 -0.347135 0.30 1.20 1.03 0.19
H 0.226989 0.279727 1.019447 0.64 -0.86 -0.37 0.23
H -1.196200 1.331989 -1.480523 1.27 -0.38 1.60 0.17
H 1.220314 2.499064 -0.272037 0.79 -0.59 -0.33 0.21
H -0.014160 2.787169 0.818417 -0.35 1.00 2.27 0.21
H -0.154797 3.279570 -0.782153 -1.22 3.06 -2.05 0.20
H -2.395764 1.985598 0.710415 -0.26 1.49 0.15 0.35
H -2.594136 0.554312 0.230414 -1.44 -1.99 -1.21 0.35
O -1.466117 -2.810555 5.383053 0.62 0.82 -1.49 -0.94
H -0.916856 -2.885553 4.554052 -0.84 0.01 1.33 0.47
H -1.794320 -1.887857 5.328321 0.22 -0.81 0.15 0.47
```
Forces are in eV/Å.

Results
HOMO level ... -9.43 eV
Spin multiplicity ... 1
Orbital gap ... 10.240 eV
Energy relative to the best compared isomer or geometry (same formula, charge and spin) ... 52.19 kcal/mol
SMILES ... CCCC[C@H](C)N.O
DFT total energy ... -10033.319 eV

=====

Entry 3:
ORCA calculation (ωB97M-V/def2-TZVPD) on a 2-piece molecular cluster, C6H17NO overall in a non-equilibrium geometry.

Geometry as XYZ:
```
25
Properties=species:S:1:pos:R:3:forces:R:3:nbo_charge:R:1
C -1.471959 0.456696 -2.830459 -0.80 -1.05 1.83 -0.62
C -0.978462 0.156124 -1.314906 -4.83 3.63 -1.59 -0.21
N -0.214003 1.297530 -0.831479 0.96 -1.33 0.52 -0.64
C 1.040395 0.926688 -0.144518 1.34 -0.15 -1.22 -0.04
C 2.027074 2.124291 -0.356218 0.53 0.00 0.85 -0.65
C 0.837627 0.590410 1.298284 -0.94 0.99 1.10 -0.41
C 2.111668 -0.106162 1.911174 -3.99 -4.04 -1.34 -0.62
H -0.674325 0.206191 -3.525120 -0.28 -0.37 -0.32 0.20
H -1.675818 1.533346 -2.962442 -0.17 -0.45 0.26 0.20
H -2.467046 -0.144278 -2.912374 1.94 1.03 -0.60 0.21
H -0.623190 -0.816452 -1.264219 1.44 -1.60 0.38 0.19
H -2.030219 0.162550 -0.805499 1.87 -0.31 -0.21 0.16
H -0.092142 1.985089 -1.568126 0.33 -0.32 0.21 0.37
H 1.487561 -0.085365 -0.505292 -0.45 1.69 -0.50 0.16
H 1.632666 3.090086 -0.026004 -1.06 -0.05 -0.80 0.22
H 2.916630 2.260839 0.265500 0.19 -1.42 0.42 0.22
H 2.465321 2.156452 -1.344059 -0.46 0.19 -0.53 0.21
H 0.535596 1.565264 1.749853 0.44 -0.61 0.34 0.20
H -0.141378 -0.026524 1.381090 1.91 0.46 0.09 0.21
H 1.862436 -0.454287 2.917998 0.36 0.35 0.05 0.22
H 2.077642 -1.144326 1.298337 0.45 2.00 1.31 0.19
H 3.101031 0.210478 1.828473 1.23 1.38 -0.25 0.22
O -3.849792 -5.494412 2.237683 0.83 -0.12 1.68 -0.95
H -3.344845 -5.629272 3.104920 -1.31 0.50 -1.86 0.47
H -4.532468 -4.820957 2.397405 0.49 -0.37 0.18 0.47
```
Forces are in eV/Å.

Results
HOMO level ... -8.54 eV
Spin multiplicity ... 1
Orbital gap ... 9.460 eV
Energy relative to the best compared isomer or geometry (same formula, charge and spin) ... 50.86 kcal/mol
SMILES ... CCN[C@@H](C)CC.O
DFT total energy ... -10033.377 eV